A cluster of 11 separate species, C44H121N11O11 in total at a distorted geometry. Source: the Open Molecules 2025 dataset; level of theory: ωB97M-V with the def2-TZVPD basis set.

Last column: Mulliken charge in e.
Element x y z (Å)
C  -16.419  -8.435  -6.174  0.0420
O  -16.899  -7.818  -4.994  -0.6512
C  -16.749  -8.626  -3.872  0.4049
C  -17.335  -7.996  -2.607  0.3382
C  -16.750  -6.584  -2.375  -1.4351
N  -17.045  -8.843  -1.436  -0.4825
H  -16.680  -7.705  -6.940  0.3452
H  -16.927  -9.361  -6.442  0.0573
H  -15.335  -8.542  -6.148  0.0155
H  -17.282  -9.585  -3.978  -0.4006
H  -15.702  -8.905  -3.681  -0.1198
H  -18.410  -7.815  -2.705  0.4991
H  -16.739  -6.098  -3.354  0.3077
H  -15.745  -6.568  -1.960  0.2207
H  -17.478  -6.067  -1.748  0.4242
H  -17.737  -8.641  -0.718  0.3021
H  -17.287  -9.812  -1.668  0.0509
C  -15.713  -17.224  -5.255  -0.7803
O  -17.021  -17.705  -5.185  -0.3354
C  -17.503  -18.195  -6.425  -0.3701
C  -18.126  -19.579  -6.366  0.2922
C  -19.074  -19.770  -5.200  -1.4246
N  -17.115  -20.631  -6.497  -0.7059
H  -15.415  -16.476  -5.997  0.2532
H  -14.961  -18.020  -5.345  0.3949
H  -15.455  -16.766  -4.295  0.2729
H  -18.095  -17.432  -6.937  0.1440
H  -16.672  -18.281  -7.142  0.4878
H  -18.761  -19.665  -7.256  0.2237
H  -18.545  -19.842  -4.246  0.2714
H  -19.637  -20.696  -5.336  0.4016
H  -19.794  -18.957  -5.090  0.3688
H  -16.470  -20.514  -5.709  0.2576
H  -17.510  -21.536  -6.245  0.2842
C  -15.471  -8.380  -10.185  -0.2784
O  -16.707  -7.700  -10.248  -0.4255
C  -17.771  -8.453  -10.760  -1.0737
C  -18.177  -9.650  -9.853  2.0742
C  -19.424  -10.334  -10.385  -1.6755
N  -18.519  -9.101  -8.502  -0.4765
H  -14.695  -7.692  -9.856  0.1733
H  -15.143  -8.719  -11.174  0.3513
H  -15.503  -9.215  -9.483  0.0006
H  -18.651  -7.825  -10.913  0.4317
H  -17.393  -8.909  -11.692  0.3920
H  -17.273  -10.251  -9.977  -0.7605
H  -20.028  -10.828  -9.619  0.3283
H  -19.252  -11.058  -11.182  0.2615
H  -20.136  -9.555  -10.687  0.4120
H  -17.609  -8.745  -8.202  -0.2499
H  -19.009  -8.223  -8.676  0.3955
C  -10.926  -7.987  -6.741  -0.0870
O  -11.783  -6.932  -7.115  -0.4677
C  -12.257  -6.182  -6.025  -0.0769
C  -13.415  -5.334  -6.532  0.1786
C  -14.034  -4.436  -5.451  -1.4662
N  -14.464  -6.163  -7.109  -0.1625
H  -11.398  -8.736  -6.093  0.0882
H  -10.049  -7.615  -6.220  0.0654
H  -10.610  -8.577  -7.602  0.2662
H  -12.596  -6.818  -5.203  -0.0705
H  -11.478  -5.506  -5.655  0.2640
H  -12.984  -4.680  -7.303  0.2857
H  -14.543  -5.070  -4.719  0.2410
H  -14.684  -3.620  -5.745  0.4153
H  -13.168  -4.063  -4.898  0.3159
H  -15.353  -5.697  -7.230  0.2384
H  -14.195  -6.466  -8.037  0.0072
C  -12.626  -10.514  -4.095  0.4516
O  -12.448  -11.263  -5.278  -0.3646
C  -13.401  -11.157  -6.316  -0.1623
C  -14.616  -12.032  -6.171  2.2523
C  -14.336  -13.528  -6.309  -1.6562
N  -15.733  -11.629  -7.008  1.7129
H  -13.620  -10.761  -3.681  -0.2694
H  -12.767  -9.445  -4.279  -0.0833
H  -11.894  -10.847  -3.370  0.1710
H  -13.738  -10.111  -6.374  -0.6765
H  -12.816  -11.236  -7.236  0.6227
H  -15.028  -11.920  -5.160  -1.0749
H  -15.144  -14.149  -5.923  -0.0119
H  -13.495  -13.816  -5.660  0.4842
H  -14.017  -13.782  -7.322  0.2395
H  -16.645  -12.019  -6.791  -0.5385
H  -15.591  -11.595  -8.008  -0.7296
C  -21.285  -12.003  -4.470  -1.0072
O  -19.920  -12.343  -4.517  -0.3557
C  -19.224  -11.893  -3.389  -1.1913
C  -17.837  -12.498  -3.297  2.4931
C  -17.892  -14.017  -3.454  -1.9372
N  -17.275  -12.113  -2.001  -0.4644
H  -21.458  -10.921  -4.418  0.3357
H  -21.731  -12.394  -3.547  0.3343
H  -21.834  -12.386  -5.326  0.3015
H  -19.064  -10.806  -3.479  0.4495
H  -19.786  -11.998  -2.451  0.4680
H  -17.174  -12.063  -4.047  -1.2717
H  -16.888  -14.443  -3.375  0.4977
H  -18.403  -14.276  -4.380  0.2682
H  -18.384  -14.483  -2.594  0.3459
H  -16.286  -12.346  -1.989  0.1150
H  -17.607  -12.624  -1.189  0.2619
C  -17.340  -16.053  -9.187  -0.6689
O  -18.026  -15.011  -9.847  -0.4162
C  -18.052  -13.810  -9.108  -0.6881
C  -18.962  -13.798  -7.880  1.1048
C  -20.437  -14.034  -8.178  -1.7799
N  -18.612  -12.615  -7.099  0.2148
H  -16.537  -16.421  -9.830  0.2301
H  -18.010  -16.906  -9.053  0.4099
H  -16.911  -15.805  -8.213  0.0574
H  -17.026  -13.503  -8.884  0.3206
H  -18.440  -13.015  -9.760  0.2691
H  -18.559  -14.625  -7.276  -0.2060
H  -20.565  -14.603  -9.101  0.4321
H  -20.915  -13.070  -8.394  0.3352
H  -21.014  -14.475  -7.367  0.3234
H  -19.199  -12.603  -6.260  -0.0486
H  -18.984  -11.786  -7.575  -0.0374
C  -6.945  -11.782  -10.368  -0.8247
O  -7.961  -11.945  -9.415  -0.1980
C  -8.353  -13.288  -9.242  -0.8083
C  -9.831  -13.339  -8.883  0.5953
C  -10.031  -12.504  -7.594  -0.5733
N  -10.222  -14.706  -8.542  -0.6793
H  -5.938  -12.001  -9.993  0.2969
H  -6.886  -10.713  -10.596  0.2461
H  -7.126  -12.274  -11.327  0.3363
H  -8.333  -13.811  -10.208  0.3764
H  -7.762  -13.805  -8.481  0.3185
H  -10.451  -12.945  -9.687  0.1885
H  -11.053  -12.558  -7.217  -0.2727
H  -9.763  -11.460  -7.776  0.3197
H  -9.414  -12.856  -6.764  0.1946
H  -9.514  -15.308  -8.127  0.2856
H  -10.905  -14.769  -7.794  0.2250
C  -8.109  -8.101  -4.735  -1.0381
O  -9.273  -7.963  -3.966  -0.1468
C  -9.395  -6.753  -3.244  -1.0596
C  -10.791  -6.644  -2.598  1.6226
C  -11.216  -5.184  -2.417  -1.3393
N  -10.695  -7.205  -1.242  -0.8283
H  -7.203  -7.855  -4.164  0.3273
H  -8.093  -7.423  -5.594  0.4104
H  -8.039  -9.159  -4.979  0.2559
H  -8.644  -6.624  -2.460  0.4378
H  -9.298  -5.905  -3.936  0.3698
H  -11.441  -7.251  -3.234  -0.4536
H  -11.631  -4.652  -3.271  0.2335
H  -10.384  -4.553  -2.098  0.3438
H  -11.979  -5.182  -1.637  0.4057
H  -10.462  -8.196  -1.345  0.3263
H  -11.661  -7.283  -0.911  0.2169
C  -12.452  -12.964  -1.074  -0.5491
O  -13.404  -12.684  -0.107  -0.4327
C  -14.108  -11.470  -0.214  -0.1042
C  -13.279  -10.181  -0.100  1.2450
C  -12.314  -10.206  1.087  -1.6754
N  -14.174  -9.015  -0.014  -0.5873
H  -11.840  -13.819  -0.777  0.3430
H  -11.667  -12.195  -1.162  0.2086
H  -12.809  -13.145  -2.094  0.1286
H  -14.630  -11.416  -1.180  -0.2551
H  -14.866  -11.472  0.570  0.4380
H  -12.685  -10.112  -1.014  -0.3785
H  -11.947  -9.183  1.195  0.4417
H  -11.426  -10.838  1.077  0.3061
H  -12.875  -10.523  1.972  0.4289
H  -14.584  -9.125  0.916  0.3602
H  -14.974  -9.160  -0.632  0.1715
C  -16.624  -15.314  -12.603  -0.3689
O  -15.674  -14.405  -13.175  -0.4418
C  -14.800  -13.877  -12.188  -1.0332
C  -15.353  -12.608  -11.495  2.1413
C  -15.722  -11.510  -12.477  -1.5051
N  -14.423  -12.092  -10.501  -0.2606
H  -17.447  -14.681  -12.261  0.1936
H  -16.207  -15.806  -11.730  0.0426
H  -17.014  -15.996  -13.355  0.3425
H  -14.388  -14.570  -11.449  0.4544
H  -13.974  -13.548  -12.832  0.3838
H  -16.248  -12.934  -10.956  -1.1497
H  -16.325  -10.712  -12.038  0.1811
H  -16.470  -11.905  -13.172  0.3714
H  -14.837  -11.149  -12.999  0.4405
H  -13.578  -11.687  -10.891  0.2743
H  -14.072  -12.831  -9.896  0.0006

- Energy above the lowest of the compared OMol25 structures with the same formula, charge and spin: 61.5 kcal per mole
- M: 980.52 g/mol
- HOMO level: -0.3085 hartree
- Multiplicity: 1